[1]
Below is a structure of composition C34H40GeN6O4S2Ti, with properties calculated with the ωB97M-V functional and the def2-TZVPD basis.

Atoms and positions in Å:
Ti -0.1082 0.0640 -0.0220
C -1.7055 -3.1487 -0.7946
C -0.7234 -3.1133 -1.7738
C 0.5925 -2.8352 -1.4297
C 0.9260 -2.5590 -0.1074
C -0.0700 -2.5434 0.8721
C -1.3817 -2.8694 0.5247
H -2.7209 -3.4176 -1.0521
H -0.9733 -3.3389 -2.8022
H 1.3697 -2.8789 -2.1808
H 1.9684 -2.4713 0.1654
H 0.1861 -2.4271 1.9189
H -2.1358 -2.9586 1.2933
N 1.9902 -0.0921 1.2524
C 1.8879 1.2760 1.7605
C 2.5430 1.4696 3.1428
C 2.5346 2.8778 3.7570
C 3.4594 3.8968 3.0594
N 2.9347 4.5457 1.8564
C 1.9660 5.4516 1.8392
N 1.4832 5.9521 2.9719
N 1.5357 5.9298 0.6717
C 0.3882 1.6205 1.8237
O 0.0543 2.7789 1.9715
O -0.4264 0.5975 1.7421
H 1.9544 -0.7456 2.0284
H 2.8756 -0.2312 0.7808
H 2.3418 1.9395 1.0242
H 3.5829 1.1389 3.0756
H 2.0278 0.7899 3.8278
H 2.9025 2.7815 4.7796
H 1.5126 3.2517 3.7989
H 4.3863 3.4080 2.7635
H 3.7389 4.6795 3.7678
H 3.2688 4.2264 0.9637
H 1.7997 5.6238 3.8664
H 0.7445 6.6329 2.9612
H 1.7951 5.4976 -0.2004
H 0.7756 6.5848 0.6453
O 1.2306 2.8371 -4.4402
C 2.1164 1.8367 -4.3539
C 3.0164 1.6758 -5.4071
C 3.9716 0.6839 -5.3639
C 4.0460 -0.1917 -4.2781
C 3.1428 -0.0687 -3.2504
C 2.1737 0.9484 -3.2619
C 1.2451 1.0338 -2.1468
O 1.1402 0.0285 -1.3133
N 0.5383 2.1133 -1.9404
N -0.2713 2.0364 -0.8103
C -1.1013 3.0447 -0.8203
S -1.0456 4.1247 -2.2037
C -2.4652 5.1631 -1.7182
C -3.3305 4.3788 -0.7584
S -2.2156 3.5488 0.4328
H 0.6920 2.8659 -3.6312
H 2.9405 2.3540 -6.2463
H 4.6692 0.5795 -6.1839
H 4.8006 -0.9653 -4.2517
H 3.1648 -0.7453 -2.4063
H -3.0046 5.4059 -2.6320
H -2.0876 6.0851 -1.2766
H -3.9235 3.6307 -1.2786
H -3.9938 5.0213 -0.1806
Ge -3.0998 0.6401 0.9078
C -3.9571 -1.1091 1.4145
C -3.9700 -1.5863 2.7198
C -4.6304 -2.7738 3.0024
C -5.2681 -3.4700 1.9849
C -5.2527 -2.9873 0.6826
C -4.5940 -1.8025 0.3889
C -4.1924 1.1466 -0.6905
C -3.7334 1.1995 -2.0016
C -4.6030 1.5639 -3.0222
C -5.9207 1.8889 -2.7282
C -6.3842 1.8310 -1.4205
C -5.5182 1.4694 -0.3988
H -1.5509 -0.2391 -0.6985
H -3.4740 -1.0394 3.5125
H -4.6483 -3.1621 4.0121
H -5.7823 -4.3956 2.2078
H -5.7519 -3.5283 -0.1108
H -4.5722 -1.4259 -0.6254
H -2.7072 0.9336 -2.2304
H -4.2534 1.5900 -4.0461
H -6.5910 2.1860 -3.5241
H -7.4169 2.0614 -1.1941
H -5.8757 1.4194 0.6254

Forces on atoms 1 to 3 (eV/Å):
Ti 1.0 -2.2 1.4
C 0.0 -0.1 0.0
C 0.0 0.0 0.0

Values from the calculation:
Orbital gap (alpha / beta): 6.8 / 5.8 eV
Largest force on an atom: 2.8 eV/A
Electronic energy: -5671.412859 Eh
E_LUMO (alpha / beta): -0.20669 / -0.25017 Eh
Multiplicity: 3
Total charge: +2
HOMO energy (alpha / beta): -12.5 / -12.6 eV


[2]
Below is a cluster of 3 separate species, C12H30IN2O4 in total, with properties calculated with the ωB97M-V functional and the def2-TZVPD basis.

Atoms and positions in Å:
I 11.6352 29.5614 5.5940
C 15.6056 23.5860 9.9008
O 15.1173 24.9071 10.1537
C 13.6678 24.9584 10.5390
C 13.3913 26.1809 11.4617
N 14.0960 27.3793 11.0351
C 13.7370 28.5587 11.8058
C 14.6716 29.7490 11.4761
O 16.0599 29.3342 11.6300
C 16.7982 30.1329 12.5548
H 15.9524 23.1997 10.8593
H 16.4544 23.5247 9.2197
H 14.8490 22.9336 9.4648
H 13.4112 23.9867 10.9610
H 13.0758 25.1098 9.6364
H 13.4364 25.8908 12.5114
H 12.3314 26.4093 11.3502
H 13.5790 27.4833 10.1737
H 13.8660 28.3838 12.8739
H 12.7467 28.8753 11.4787
H 14.4273 30.5245 12.2020
H 14.4008 29.9733 10.4443
H 16.8612 29.5916 13.4988
H 16.5047 31.1675 12.7325
H 17.8473 30.0907 12.2621
C 20.8962 24.8899 7.9247
O 19.6612 25.6843 7.6467
C 19.4156 26.1677 6.3361
C 18.2512 27.0950 6.3355
N 18.2349 28.0701 7.4461
C 19.2121 29.1413 7.2940
C 20.5978 28.7686 7.8106
O 20.4400 28.2562 9.1000
C 21.6029 28.3035 9.9212
H 20.7337 24.3792 8.8738
H 21.7886 25.5153 7.8980
H 21.0020 24.0128 7.2862
H 19.2485 25.3931 5.5876
H 20.2883 26.6195 5.8645
H 17.3606 26.4688 6.2833
H 18.4056 27.4974 5.3343
H 17.4496 28.5714 7.0561
H 18.6930 29.8641 7.9234
H 19.0669 29.4468 6.2578
H 21.1808 29.6881 7.8619
H 21.2000 28.0226 7.2919
H 22.5266 27.8083 9.6218
H 21.4753 27.7977 10.8783
H 21.9853 29.3114 10.0827

Forces on atoms 1 to 3 (eV/Å):
I 0.0 0.0 0.0
C -0.5 0.3 0.6
O -1.4 -0.2 0.0

Values from the calculation:
Orbital gap: 5.7 eV
Largest force on an atom: 2.5 eV/A
Electronic energy: -1183.249282 Eh
E_LUMO: 0.08868 Eh
Multiplicity: 1
Total charge: -1
HOMO energy: -3.3 eV


[3]
Below is the ion C7H14N5 with charge +1, with properties calculated with the ωB97M-V functional and the def2-TZVPD basis.

Atoms and positions in Å:
C -1.7002 0.6888 0.0444
C -0.5018 0.2072 -0.6190
C -1.5807 0.5585 1.4031
C 0.9249 0.5192 1.5557
C -2.4997 0.9256 2.5687
C 1.0827 -0.1016 -3.9244
C 0.8179 -1.6957 0.1194
N -0.3065 -0.1409 1.6683
N -0.2125 0.2164 -1.9324
N 0.9126 -0.1917 -2.5159
N 2.0148 0.0907 2.2337
N 0.2758 -0.4150 0.3669
H -2.5052 1.1384 -0.5863
H 0.9237 1.4909 1.1207
H -2.0254 1.5711 3.1881
H -2.6294 -0.0376 3.0824
H -3.4355 1.3795 2.4266
H 0.5643 0.7763 -4.4178
H 2.0623 0.2820 -3.9958
H 0.9633 -1.1649 -4.2059
H 1.5722 -1.9487 0.9023
H 0.1580 -2.6150 0.0164
H 1.2915 -1.7942 -0.7876
H -1.0538 0.3762 -2.4302
H 2.8041 0.5541 1.7971
H 2.0828 -0.6696 2.9216

Forces on atoms 1 to 3 (eV/Å):
C 0.1 0.4 -0.4
C -1.3 0.4 0.0
C -0.7 0.8 -1.5

Values from the calculation:
Orbital gap (alpha / beta): 7.7 / 7.6 eV
Largest force on an atom: 4.3 eV/A
Electronic energy: -548.459181 Eh
E_LUMO (alpha / beta): -0.12471 / -0.11004 Eh
Multiplicity: 1
Total charge: +1
HOMO energy (alpha / beta): -11.1 / -10.6 eV


[4]
Below is an isolated molecule of C6H9N, with properties calculated with the ωB97M-V functional and the def2-TZVPD basis.

Atoms and positions in Å:
C -1.1110 1.5709 -0.4626
C 0.1149 0.7516 -0.2143
C 0.2435 -0.5414 -0.2583
C -0.8019 -2.3091 0.6465
C 0.3807 -1.8303 -0.1855
C 2.4979 0.9305 0.1187
N 1.3144 1.4891 0.0052
H -2.0053 0.9474 -0.4841
H -1.0434 2.1073 -1.4115
H -1.2472 2.3175 0.3361
H -1.3717 -3.1579 0.2467
H -1.5091 -1.4830 0.7801
H -0.4456 -2.6040 1.6117
H 0.6518 -2.4718 -1.0160
H 3.1758 1.7919 0.2698
H 1.1563 2.4912 0.0176

Forces on atoms 1 to 3 (eV/Å):
C -0.2 0.1 -0.3
C 0.2 0.0 -0.2
C 1.0 0.1 -0.9

Values from the calculation:
Orbital gap: 8.9 eV
Largest force on an atom: 2.8 eV/A
Electronic energy: -288.589829 Eh
E_LUMO: 0.02968 Eh
Multiplicity: 1
HOMO energy: -8.1 eV


[5]
Below is a cluster of 2 separate species, C2H8O2 in total, with properties calculated with the ωB97M-V functional and the def2-TZVPD basis.

Atoms and positions in Å:
C 2.0925 -0.5996 0.4348
C -1.9166 0.6213 -0.0081
H 0.4094 -0.7676 -0.0997
H 2.6760 -1.0851 1.1993
H 2.6102 -0.3699 -0.5554
H 1.8463 0.4660 0.8333
H -1.2334 0.5061 -1.7715
H -1.2948 0.7820 0.9274
H -2.5396 1.4945 -0.1278
H -2.7565 -0.1616 -0.0127
O 1.0329 -1.4917 0.1208
O -0.9264 0.6056 -0.9403

Forces on atoms 1 to 3 (eV/Å):
C 1.0 1.5 -1.0
C -1.5 0.6 2.4
H -0.7 -1.4 -0.5

Values from the calculation:
Orbital gap: 10.6 eV
Largest force on an atom: 4.6 eV/A
Electronic energy: -231.404432 Eh
E_LUMO: 0.02707 Eh
Multiplicity: 1
SMILES: CO.CO
HOMO energy: -9.9 eV


[6]
Below is a cluster of 3 separate species, C14H31BN2O8PS2 in total, with properties calculated with the ωB97M-V functional and the def2-TZVPD basis.

Atoms and positions in Å:
N -5.1904 2.7140 2.4818
C -4.7519 2.3199 1.1624
C -3.2397 2.2672 0.9771
N -2.8410 1.8672 -0.4099
C -1.6563 1.3701 -0.4388
C -1.0667 1.3846 0.9291
C 0.1222 0.4816 1.2395
B 1.3863 1.2874 1.7858
O 1.8319 2.4379 1.1768
O 2.0869 0.8076 2.8537
C -2.3703 1.2743 1.7627
P -2.2182 1.4551 3.6306
O -0.8154 2.3195 3.6360
O -1.6628 -0.0360 4.0120
H -4.6153 3.4346 2.9002
H -5.2163 1.9392 3.1304
H -5.1845 1.3440 0.9263
H -5.1527 3.0319 0.4323
H -2.8222 3.2764 1.1069
H -3.4288 1.9638 -1.2299
H -1.2254 1.0021 -1.3709
H -0.7784 2.4477 1.0279
H 0.4424 -0.0434 0.3323
H -0.1474 -0.2561 1.9932
H 1.3653 3.2630 1.3031
H 2.2961 -0.1410 2.8637
H -2.8236 0.2918 1.5496
H -0.0625 1.8252 3.9967
H -1.7009 -0.7187 3.3343
C -2.7380 -2.7163 -4.9108
C -3.2805 -2.6998 -3.4752
C -2.1117 -2.3355 -2.5525
S -0.9872 -1.3364 -3.5494
O 0.2561 -2.0350 -3.6965
O -0.9659 0.0373 -3.0698
C -1.9216 -1.4383 -5.0693
H -3.5391 -2.7637 -5.6456
H -2.0956 -3.5862 -5.0590
H -4.0700 -1.9499 -3.3925
H -3.7100 -3.6596 -3.1946
H -2.4119 -1.7569 -1.6811
H -1.5435 -3.2077 -2.2343
H -1.2153 -1.4503 -5.8963
H -2.5533 -0.5522 -5.1294
C 6.2506 0.0766 1.2254
C 6.7243 -1.1246 0.3969
C 5.6625 -2.2212 0.5265
S 4.1055 -1.3718 0.8206
O 3.5915 -1.6746 2.1437
O 3.2244 -1.5303 -0.3100
C 4.7882 0.2869 0.8499
H 6.8418 0.9670 1.0193
H 6.3332 -0.1410 2.2922
H 6.8224 -0.8290 -0.6489
H 7.6949 -1.4895 0.7276
H 5.5439 -2.8233 -0.3705
H 5.8366 -2.8670 1.3859
H 4.2234 0.8877 1.5588
H 4.6842 0.6935 -0.1562

Forces on atoms 1 to 3 (eV/Å):
N 0.1 -0.1 0.1
C 0.0 -0.1 -0.1
C 0.0 0.2 0.0

Values from the calculation:
Orbital gap: 8.4 eV
Largest force on an atom: 0.6 eV/A
Electronic energy: -2425.950124 Eh
E_LUMO: -0.13186 Eh
Multiplicity: 1
Total charge: +1
HOMO energy: -12.0 eV


[7]
Below is the ion C5H6N5O2 with charge +1, with properties calculated with the ωB97M-V functional and the def2-TZVPD basis.

Atoms and positions in Å:
C -1.4585 -0.4817 1.5505
C -0.7401 1.3765 -1.3414
C 0.8139 -0.8358 0.6024
C -0.3410 1.2111 0.0931
C -0.5610 -0.2842 0.3991
N -2.1420 -0.4742 2.4435
N -0.5076 2.4183 -1.9475
N -1.1070 -0.8919 -0.8801
N 1.6164 0.2654 0.5177
N 1.3294 -2.0439 0.8871
O -1.2697 0.2149 -1.7454
O 0.9674 1.4525 0.3632
H -0.9395 1.7614 0.7209
H -0.9393 2.4797 -2.8903
H -0.4336 -1.5988 -1.2398
H 2.6094 0.4169 0.2241
H 0.7902 -2.9147 1.1115
H 2.3125 -2.0715 1.1314

Forces on atoms 1 to 3 (eV/Å):
C 1.7 0.2 -2.7
C 1.1 -1.1 0.7
C -3.1 -0.2 -0.2

Values from the calculation:
Orbital gap (alpha / beta): 7.9 / 5.3 eV
Largest force on an atom: 6.1 eV/A
Electronic energy: -617.823102 Eh
E_LUMO (alpha / beta): -0.13507 / -0.31621 Eh
Multiplicity: 3
Total charge: +1
HOMO energy (alpha / beta): -11.6 / -13.9 eV


[8]
Below is a structure of composition C3H10N2O, with properties calculated with the ωB97M-V functional and the def2-TZVPD basis.

Atoms and positions in Å:
C 1.2687 -0.2026 -0.5889
C -0.7156 -0.1635 1.0388
C -1.9115 -0.0900 0.1289
N 0.5796 -1.2364 0.0456
N 1.3763 0.8566 0.4187
O 0.5911 0.3548 -1.7306
H 1.2256 0.8904 -2.2207
H 0.1936 -1.8851 -0.6344
H 2.2957 -0.4934 -0.8937
H 1.0668 1.7940 0.1834
H 1.9824 0.5986 1.1899
H -0.5908 0.7566 1.6036
H -0.7290 -0.9671 1.7646
H -2.7626 0.3318 0.6759
H -1.6962 0.5334 -0.7375
H -2.1741 -1.0780 -0.2437

Forces on atoms 1 to 3 (eV/Å):
C 0.9 1.7 0.3
C -0.2 -3.2 -0.7
C 0.1 -0.1 0.0

Values from the calculation:
Orbital gap: 9.6 eV
Largest force on an atom: 3.2 eV/A
Electronic energy: -304.939459 Eh
E_LUMO: 0.03521 Eh
Multiplicity: 1
HOMO energy: -8.7 eV